One molecule with the formula C3H7NO2, computed with wB97M-V/def2-TZVPD.

Last columns: bonded neighbours and bond lengths (Å).
CARTESIAN COORDINATES (ANGSTROEM)
1 C -0.8823 1.4224 0.4034  C2 1.498, H7 1.092, H8 1.098, H9 1.089
2 C -0.2452 0.2458 -0.2705  C1 1.498, N3 1.280, C5 1.516
3 N -1.1359 -0.5567 -0.7196  C2 1.280, O4 1.439
4 O -0.7067 -1.9180 -0.5333  N3 1.439, H10 0.972
5 C 1.2159 -0.0539 0.0028  C2 1.516, O6 1.396, H11 1.106, H12 1.098
6 O 1.7866 -1.0904 -0.7371  C5 1.396, H13 0.971
7 H -1.7815 1.7394 -0.1279  C1 1.092
8 H -1.2266 0.9482 1.3323  C1 1.098
9 H -0.2277 2.2509 0.6697  C1 1.089
10 H -0.9236 -1.9584 0.4136  O4 0.972
11 H 1.3173 -0.2002 1.0948  C5 1.106
12 H 1.7919 0.8506 -0.2317  C5 1.098
13 H 1.1471 -1.8210 -0.7081  O6 0.971

Results
E_HOMO: -9.718 eV
Largest force on an atom: 0.0149 hartree/bohr
Energy: -323.64337 Eh
Energy relative to the best compared isomer or geometry (same formula, charge and spin): 361.2 kJ/mol
SMILES: C/C(CO)=N/O

Atomic partial charges in e from the Löwdin method, atoms 1 to 4: atom 1 (C): -0.04, atom 2 (C): -0.33, atom 3 (N): 0.05, atom 4 (O): -0.09